# 1
{
  "formula": "C32H42Br33N3S",
  "method": "wB97M-V/def2-TZVPD",
  "spin_multiplicity": 1,
  "charge": 0,
  "elements": ["C", "C", "C", "C", "C", "C", "C", "C", "N", "C", "C", "C", "C", "N", "C", "S", "C", "N", "C", "C", "C", "C", "C", "C", "C", "H", "H", "H", "H", "H", "H", "H", "H", "H", "H", "H", "H", "H", "H", "H", "H", "H", "H", "H", "H", "H", "H", "H", "H", "H", "H", "H", "H", "H", "H", "H", "C", "Br", "Br", "Br", "H", "C", "Br", "Br", "Br", "H", "C", "Br", "Br", "Br", "H", "C", "Br", "Br", "Br", "H", "C", "Br", "Br", "Br", "H", "C", "Br", "Br", "Br", "H", "C", "Br", "Br", "Br", "H", "C", "Br", "Br", "Br", "H", "C", "Br", "Br", "Br", "H", "C", "Br", "Br", "Br", "H", "C", "Br", "Br", "Br", "H"],
  "positions_angstrom": [[0.94429, 3.34093, 3.73775], [0.46942, 1.92217, 3.76740], [-0.30937, 1.46621, 2.72266], [-0.78972, 0.16538, 2.78599], [-0.50810, -0.68748, 3.82423], [-1.04312, -2.09504, 3.96412], [-1.35464, -2.89550, 2.69444], [-0.41908, -2.58610, 1.62809], [0.40750, -2.32692, 0.88200], [-1.08163, -4.39255, 2.98166], [0.42410, -4.70107, 3.11183], [0.99946, -5.53282, 1.97150], [1.81310, -6.73173, 2.45088], [3.01557, -6.96248, 1.63534], [-2.86684, -2.69403, 2.18045], [-2.91987, -2.43508, 0.34450], [-3.48474, -1.51328, 2.74624], [-3.88285, -0.57691, 3.27161], [-3.78279, -3.88575, 2.49533], [-5.24978, -3.68801, 2.10032], [-6.25347, -3.93398, 3.23538], [-5.98367, -3.11585, 4.50124], [-7.64855, -3.68243, 2.68103], [0.30463, -0.21818, 4.83452], [0.78223, 1.06380, 4.79793], [2.00653, 3.45736, 3.89687], [0.45076, 3.88038, 4.54264], [0.61424, 3.82138, 2.83295], [-0.51828, 2.11126, 1.88522], [-1.40296, -0.19549, 1.99131], [-0.31532, -2.62760, 4.55745], [-1.93317, -2.05589, 4.58344], [-1.39685, -4.91305, 2.08974], [-1.64377, -4.74002, 3.83408], [1.00690, -3.81250, 3.31076], [0.50546, -5.31266, 4.00223], [0.21675, -5.93276, 1.33861], [1.62441, -4.93027, 1.32458], [2.07455, -6.63416, 3.49692], [1.20964, -7.63252, 2.39121], [3.03415, -7.90862, 1.28932], [2.98050, -6.37618, 0.81338], [-3.59074, -3.53404, -0.01268], [-3.43278, -4.78623, 2.01821], [-3.71270, -4.07678, 3.55949], [-5.43008, -2.73646, 1.61278], [-5.48628, -4.44794, 1.36429], [-6.15233, -4.98925, 3.47316], [-4.96483, -2.78285, 4.60738], [-6.69233, -2.30177, 4.56468], [-6.18168, -3.74794, 5.35905], [-7.72228, -4.14959, 1.71130], [-8.37455, -4.11642, 3.35577], [-7.82005, -2.61721, 2.60426], [0.55987, -0.83124, 5.68157], [1.39872, 1.45539, 5.60487], [3.39856, 5.79817, 1.00108], [2.36766, 6.39350, 2.50939], [5.28501, 6.00205, 1.31018], [2.95128, 4.00488, 0.48156], [3.14003, 6.44127, 0.17441], [5.83444, -0.88992, -2.92478], [6.20918, 0.09229, -1.32763], [5.60136, 0.28186, -4.44579], [7.18719, -2.21973, -3.25182], [4.90589, -1.42060, -2.77412], [9.66014, -1.18232, -5.82888], [9.30222, -0.10210, -7.37484], [10.58401, -2.80617, -6.28721], [10.59348, -0.19044, -4.47423], [8.70565, -1.46513, -5.41293], [-1.53918, 1.55301, -1.88282], [-0.50825, 3.06559, -2.46273], [-1.07402, 1.08782, -0.08141], [-3.43028, 1.83425, -2.09083], [-1.27230, 0.72097, -2.51742], [-1.37225, 6.04075, -5.31146], [0.03231, 6.63190, -4.14525], [-0.75084, 4.66039, -6.49526], [-2.91934, 5.48246, -4.31734], [-1.67338, 6.88144, -5.91922], [1.40855, 10.13450, 0.25397], [2.85810, 10.61387, 1.42316], [1.90974, 8.73342, -0.97137], [-0.18500, 9.69077, 1.23344], [1.18181, 11.00394, -0.34311], [1.84126, 1.21476, -8.21210], [2.55290, 2.78319, -9.06122], [2.72376, 0.86136, -6.53273], [-0.08429, 1.28307, -8.14420], [2.08703, 0.37621, -8.84494], [-9.44992, -4.55779, -1.61900], [-10.30689, -3.94754, -0.01194], [-7.53958, -4.33664, -1.52567], [-9.93484, -6.36866, -2.03994], [-9.80248, -3.93572, -2.42694], [-2.68132, 7.55686, -9.07800], [-3.74117, 8.04003, -7.54478], [-0.81486, 7.91183, -8.78134], [-2.98568, 5.73188, -9.59086], [-3.00112, 8.18109, -9.89777], [7.99527, 3.89479, -8.04694], [8.52900, 3.02346, -9.67668], [7.38240, 5.68785, -8.36734], [6.69357, 2.85677, -7.08652], [8.87226, 3.96383, -7.42168], [4.33619, 0.47306, 8.14643], [3.10521, 0.34571, 6.66612], [5.72995, 1.74661, 7.79008], [3.41580, 0.86465, 9.78830], [4.80750, -0.49026, 8.26739]],
  "lowdin_charge": [-0.08, -0.26, -0.10, -0.11, -0.20, -0.07, -0.37, -0.29, 0.23, -0.13, -0.18, -0.19, -0.28, -0.01, -0.60, 0.88, -0.30, 0.24, -0.21, -0.20, -0.41, -0.06, -0.09, -0.06, -0.12, 0.07, 0.09, 0.04, 0.01, 0.01, 0.11, 0.13, 0.10, 0.12, 0.11, 0.10, 0.11, 0.10, 0.09, 0.10, 0.05, 0.05, -0.11, 0.11, 0.11, 0.11, 0.10, 0.13, 0.05, 0.08, 0.08, 0.02, 0.08, 0.09, 0.09, 0.00, -1.65, 0.59, 0.58, 0.59, -0.10, -1.62, 0.60, 0.53, 0.62, -0.03, -1.67, 0.55, 0.57, 0.57, -0.12, -1.60, 0.56, 0.78, 0.58, -0.03, -1.65, 0.56, 0.52, 0.56, -0.11, -1.63, 0.58, 0.59, 0.58, -0.03, -1.64, 0.57, 0.55, 0.56, -0.04, -1.65, 0.59, 0.57, 0.58, -0.03, -1.63, 0.60, 0.58, 0.57, -0.03, -1.65, 0.56, 0.58, 0.53, -0.03, -1.63, 0.72, 0.58, 0.58, -0.03]
}


# 2
{
  "formula": "C32H42BrF3I2N2O7S",
  "method": "wB97M-V/def2-TZVPD",
  "spin_multiplicity": 1,
  "smiles": "CCOCCOCc1c(CCCCOC)c(CC=O)c2c(c1CC(=O)Br)Sc1cc(COC(F)(F)F)c(I)cc1N2I.COC[C@@H](C)N",
  "charge": 0,
  "elements": ["C", "C", "O", "C", "C", "O", "C", "C", "C", "C", "C", "C", "C", "O", "C", "C", "C", "C", "O", "C", "C", "C", "C", "C", "O", "Br", "S", "C", "C", "C", "C", "O", "C", "F", "F", "F", "C", "I", "C", "C", "N", "I", "H", "H", "H", "H", "H", "H", "H", "H", "H", "H", "H", "H", "H", "H", "H", "H", "H", "H", "H", "H", "H", "H", "H", "H", "H", "H", "H", "H", "H", "H", "H", "C", "O", "C", "C", "C", "N", "H", "H", "H", "H", "H", "H", "H", "H", "H", "H", "H"],
  "positions_angstrom": [[-7.18420, -1.56504, -1.56572], [-6.79440, -2.16476, -2.97152], [-6.09147, -3.41472, -2.91158], [-4.70433, -3.24810, -2.65897], [-3.79796, -3.34439, -3.94356], [-2.39988, -3.58659, -3.64773], [-1.76461, -2.35844, -3.27242], [-0.49746, -2.52700, -2.38219], [-0.38157, -3.48993, -1.27374], [-1.55255, -4.44009, -0.89538], [-2.55072, -3.59618, 0.02721], [-3.42121, -4.52372, 0.98778], [-2.73989, -4.53798, 2.41406], [-2.96588, -5.82003, 3.01632], [-1.89295, -6.72071, 2.70682], [0.83594, -3.57399, -0.44071], [1.02375, -4.56447, 0.73703], [1.22702, -6.00363, 0.10526], [1.67637, -6.93426, 0.73013], [1.94361, -2.66533, -0.73336], [1.80991, -1.70467, -1.84824], [0.62781, -1.61077, -2.68418], [0.60419, -0.54860, -3.81353], [-0.50541, 0.55215, -3.55600], [-0.63530, 1.04271, -2.49191], [-1.65712, 1.01079, -5.11814], [3.26108, -0.60347, -2.06307], [3.64678, -0.24318, -0.31101], [4.00407, 1.06821, 0.18569], [4.23880, 1.17426, 1.63927], [4.58169, 2.58042, 2.23477], [3.96521, 3.67575, 1.52811], [2.59321, 3.69183, 1.63783], [2.01186, 3.33490, 0.44748], [2.09455, 3.00496, 2.69617], [2.22446, 5.01488, 1.83129], [4.13078, 0.02196, 2.52999], [4.47836, 0.12266, 4.65767], [3.76869, -1.31042, 2.01396], [3.53113, -1.41542, 0.58513], [3.13688, -2.72364, 0.08364], [4.69963, -3.70830, -0.84071], [-7.39643, -2.33220, -0.78005], [-6.44583, -0.78753, -1.21850], [-8.14837, -0.99591, -1.71713], [-7.74118, -2.34710, -3.53486], [-6.11586, -1.42323, -3.47423], [-4.50635, -2.23797, -2.18805], [-4.32269, -3.99671, -1.90671], [-4.13462, -4.22334, -4.54852], [-3.84582, -2.37722, -4.51414], [-2.46701, -1.67501, -2.70254], [-1.54984, -1.80159, -4.23371], [-2.06296, -4.91502, -1.76621], [-1.21379, -5.29004, -0.23437], [-3.15974, -2.85939, -0.54694], [-1.87372, -2.98868, 0.69697], [-3.61133, -5.54153, 0.56449], [-4.40676, -3.98743, 1.10314], [-1.65403, -4.25612, 2.40950], [-3.25662, -3.78447, 3.07438], [-1.89100, -6.91642, 1.60017], [-0.90224, -6.22304, 2.93814], [-2.02802, -7.63166, 3.33344], [0.13076, -4.64853, 1.40704], [1.90943, -4.34323, 1.37834], [0.98653, -6.19527, -0.98751], [0.28498, -1.08190, -4.75625], [1.59032, -0.07933, -4.04205], [4.07859, 1.93129, -0.50890], [5.69295, 2.71257, 2.09532], [4.42645, 2.62189, 3.34718], [3.65041, -2.21074, 2.65135], [0.69973, 9.34280, 2.50045], [1.74849, 10.26139, 2.75473], [3.00250, 9.66219, 3.04664], [3.79161, 9.19364, 1.81004], [3.25545, 7.90480, 1.19371], [3.84061, 10.23289, 0.77416], [0.78959, 8.43811, 3.10858], [0.66975, 9.08553, 1.44006], [-0.24420, 9.83259, 2.74562], [3.58847, 10.44065, 3.54467], [2.88109, 8.85131, 3.77684], [4.81667, 8.99152, 2.13784], [2.35447, 8.06646, 0.60071], [3.99964, 7.46855, 0.52401], [3.03072, 7.16632, 1.96405], [4.29612, 11.05723, 1.15935], [2.88418, 10.54126, 0.60785]],
  "lowdin_charge": [-0.09, -0.25, -0.16, -0.21, -0.14, -0.16, -0.16, -0.03, -0.07, -0.12, -0.17, -0.15, -0.22, -0.22, -0.10, -0.09, -0.08, -0.25, 0.04, -0.30, -0.34, -0.15, -0.15, -0.76, 0.08, 0.65, 0.94, -0.40, -0.01, -0.20, -0.16, 0.02, -0.60, 0.14, 0.16, 0.10, -0.58, 0.86, -0.06, -0.35, -0.51, 0.90, 0.08, 0.07, 0.08, 0.12, 0.12, 0.11, 0.12, 0.14, 0.13, 0.14, 0.09, 0.12, 0.09, 0.08, 0.11, 0.12, 0.11, 0.10, 0.13, 0.09, 0.09, 0.10, 0.09, 0.12, 0.14, 0.11, 0.10, 0.12, 0.15, 0.07, 0.10, -0.11, -0.19, -0.21, -0.43, -0.08, 0.04, 0.09, 0.07, 0.09, 0.12, 0.12, 0.13, 0.07, 0.08, 0.06, 0.07, 0.07]
}


Number 1: frontier orbital gap 0.3169 hartree, LUMO -0.0069 Eh. Number 2: frontier orbital gap 0.2827 hartree, LUMO -0.0334 Eh.